The following is a quantum chemistry calculation of a 10-piece molecular cluster, C6H33NO10 overall, from the Open Molecules 2025 dataset.

Geometry as XYZ:
```
50
Properties=species:S:1:pos:R:3
C 0.03 2.57 -0.52
C 0.79 3.15 -1.76
O 0.11 3.09 -2.97
N -1.43 2.53 -0.64
C -2.05 1.80 0.55
C -2.51 0.37 0.34
C -3.35 -0.04 1.56
C -3.39 0.14 -0.89
H 0.41 3.21 0.28
H 0.32 1.53 -0.39
H 1.83 2.82 -1.65
H 0.85 4.24 -1.60
H -0.22 2.20 -3.15
H -1.78 3.48 -0.61
H -2.82 2.52 0.84
H -1.30 1.91 1.34
H -1.60 -0.24 0.25
H -4.37 0.32 1.53
H -2.79 0.09 2.47
H -3.55 -1.11 1.45
H -2.90 0.33 -1.84
H -4.21 0.87 -0.88
H -3.94 -0.79 -0.78
H 0.41 0.19 1.27
H 1.73 -0.05 2.01
O 0.80 -0.28 2.00
H 0.58 -1.83 1.22
H 0.72 -2.78 0.07
O 0.36 -2.75 0.95
H 2.79 0.97 0.59
H 3.99 1.20 1.61
O 3.24 0.66 1.39
H 1.98 -2.14 3.46
H 2.06 -2.52 2.01
O 2.40 -2.79 2.88
H 1.83 -0.74 -1.34
H 0.43 -0.34 -1.75
O 0.94 -0.64 -0.97
H -1.54 -3.02 1.79
H -1.47 -4.30 1.00
O -2.06 -3.76 1.51
H -1.17 1.14 -2.27
H -1.30 0.30 -3.60
O -0.68 0.55 -2.88
H 2.85 -3.72 -0.94
H 3.40 -3.14 0.40
O 2.98 -2.93 -0.43
H 4.65 -0.18 -0.66
H 3.82 -1.45 -0.92
O 4.14 -0.63 -1.34
```

Values from the calculation:
SMILES string ... CC(C)CNCCO.O.O.O.O.O.O.O.O.O
Relative energy (zero: lowest compared OMol25 entry of this formula, charge and spin) ... 230.9 kJ/mol
Maximum force ... 2.4 eV/A
HOMO energy ... -9.700 eV
Kohn-Sham gap ... 9.75 eV

=====

The following is a quantum chemistry calculation of a 11-piece molecular cluster, C6H33NO11 overall, from the Open Molecules 2025 dataset.

Geometry as XYZ:
```
51
Properties=species:S:1:pos:R:3
O -2.32 1.62 1.07
C -3.48 1.58 0.75
C -3.62 1.45 -0.91
C -2.84 0.27 -1.25
C -1.44 0.62 -1.85
C -0.47 -0.60 -1.86
N 0.90 0.01 -2.10
C 1.60 -0.44 -3.35
H -4.48 2.00 1.19
H -3.31 2.41 -1.48
H -4.70 1.32 -1.06
H -2.67 -0.46 -0.45
H -3.29 -0.41 -2.03
H -1.01 1.53 -1.27
H -1.50 0.88 -2.95
H -0.24 -1.22 -0.97
H -0.80 -1.17 -2.78
H 1.41 0.02 -1.22
H 0.83 -0.80 -4.07
H 2.01 0.46 -3.82
H 2.37 -1.18 -3.34
H 1.80 -2.85 -0.35
H 2.70 -1.84 0.09
O 1.77 -1.87 -0.35
H 2.65 1.61 -1.03
H 3.62 1.69 0.50
O 3.43 1.83 -0.53
H 2.05 -0.04 1.06
H 2.16 -0.35 2.65
O 1.89 0.40 1.93
H -1.10 -3.70 -2.08
H -1.96 -3.82 -0.82
O -1.79 -4.16 -1.76
H 4.23 -2.29 2.03
H 2.59 -1.99 2.17
O 3.41 -2.06 1.61
H -0.56 1.20 2.98
H -1.22 -0.20 2.78
O -0.50 0.22 3.29
H 1.23 4.28 1.92
H 2.14 3.04 2.41
O 1.30 3.40 2.37
H 1.69 -0.25 4.60
H 0.67 -0.81 3.68
O 1.55 -1.16 4.23
H -1.98 -1.86 4.04
H -3.27 -1.88 3.09
O -2.48 -2.24 3.27
H 0.02 2.05 -2.89
H 0.88 2.80 -3.84
O 0.07 2.93 -3.32
```

Values from the calculation:
SMILES string ... CNCCCCC=O.O.O.O.O.O.O.O.O.O.O
Relative energy (zero: lowest compared OMol25 entry of this formula, charge and spin) ... 771.9 kJ/mol
Maximum force ... 6.6 eV/A
HOMO energy ... -8.537 eV
Kohn-Sham gap ... 8.63 eV

=====

The following is a quantum chemistry calculation of a 11-piece molecular cluster, C6H33NO11 overall, from the Open Molecules 2025 dataset.

Geometry as XYZ:
```
51
Properties=species:S:1:pos:R:3
C -1.52 0.25 -0.96
N -0.34 0.25 0.01
C 0.79 -0.69 -0.28
C 1.90 -0.33 0.67
C 3.21 -1.11 0.61
O 4.28 -0.41 0.67
C -2.33 1.57 -0.68
C -3.20 1.41 0.56
H -2.15 -0.61 -0.87
H -1.20 0.42 -2.05
H 0.03 1.20 0.00
H 0.51 -1.79 -0.29
H 1.21 -0.51 -1.41
H 2.03 0.75 0.49
H 1.52 -0.41 1.71
H 3.22 -2.10 0.56
H -1.61 2.30 -0.67
H -2.83 1.84 -1.53
H -4.34 1.60 0.35
H -3.10 0.42 1.03
H -2.88 2.26 1.30
H 2.19 -1.11 4.30
H 2.20 0.37 4.41
O 2.54 -0.44 4.82
H 1.92 1.50 -1.84
H 0.98 2.70 -1.95
O 1.00 1.74 -1.95
H -1.71 -3.62 3.25
H -1.30 -2.22 3.63
O -1.25 -3.15 3.92
H -3.83 -2.47 0.91
H -3.47 -1.30 -0.06
O -4.07 -2.02 0.14
H -1.41 -2.55 -3.13
H -0.35 -1.49 -2.71
O -0.43 -2.45 -2.85
H 3.77 2.36 -1.11
H 3.89 0.99 -0.56
O 3.53 1.48 -1.14
H -1.04 -0.11 3.61
H -0.66 -0.45 2.22
O -1.20 -0.67 2.88
H 3.14 2.49 3.68
H 3.11 1.60 2.43
O 2.66 1.91 3.14
H 1.00 0.55 -3.59
H 0.94 0.50 -5.08
O 0.52 0.18 -4.34
H -1.14 0.00 -4.09
H -2.71 -0.13 -4.37
O -2.03 -0.48 -3.78
```

Values from the calculation:
SMILES string ... CCCNCCC=O.O.O.O.O.O.O.O.O.O.O
Relative energy (zero: lowest compared OMol25 entry of this formula, charge and spin) ... 629.5 kJ/mol
Maximum force ... 9.7 eV/A
HOMO energy ... -9.251 eV
Kohn-Sham gap ... 9.04 eV

=====

The following is a quantum chemistry calculation of a 10-piece molecular cluster, C6H34N2O9 overall, from the Open Molecules 2025 dataset.

Geometry as XYZ:
```
51
Properties=species:S:1:pos:R:3
C -2.37 0.10 3.28
C -1.59 0.38 2.07
N -0.12 0.19 2.12
C 1.36 -1.44 0.98
C 0.49 -0.22 0.86
C 1.24 0.96 0.19
N 0.29 1.70 -0.70
C 0.85 3.00 -1.14
H -2.44 0.97 4.02
H -2.20 -0.89 3.69
H -3.42 -0.07 3.22
H -1.82 1.45 1.85
H -2.00 -0.23 1.27
H 0.18 -0.48 2.81
H 1.79 -1.76 1.96
H 0.78 -2.34 0.75
H 2.11 -1.50 0.23
H -0.35 -0.51 0.15
H 1.70 1.54 1.01
H 2.12 0.67 -0.46
H -0.58 1.98 -0.22
H 1.82 3.12 -0.69
H 1.23 3.04 -2.25
H 0.18 3.84 -1.11
H -3.29 -2.57 -0.72
H -4.42 -1.48 -1.23
O -4.04 -2.36 -1.28
H -1.48 -2.47 0.91
H -2.55 -2.98 1.83
O -2.39 -2.86 0.89
H -0.54 1.12 -2.57
H 0.09 1.20 -3.95
O -0.78 1.14 -3.53
H 2.20 -3.80 -2.41
H 0.79 -3.73 -2.20
O 1.55 -4.16 -1.78
H 1.55 1.83 3.32
H 1.55 1.26 4.68
O 2.07 1.87 4.14
H -1.69 -2.49 -3.08
H -2.32 -1.71 -1.95
O -1.45 -1.94 -2.32
H 3.17 0.47 -1.75
H 3.54 1.41 -2.92
O 3.91 0.92 -2.17
H 3.25 2.65 0.18
H 3.85 3.13 1.53
O 3.89 3.25 0.58
H -3.14 0.84 -0.48
H -2.08 0.88 -1.42
O -2.57 0.19 -0.96
```

Values from the calculation:
Charge ... -1
2S+1 ... 2
Relative energy (zero: lowest compared OMol25 entry of this formula, charge and spin) ... 155.9 kJ/mol
Maximum force ... 3.2 eV/A
HOMO energy (alpha / beta) ... 0.251 / -6.574 eV
Kohn-Sham gap (alpha / beta) ... 2.34 / 8.98 eV

=====

The following is a quantum chemistry calculation of C6H34NO11 as an isolated structure, from the Open Molecules 2025 dataset.

Geometry as XYZ:
```
52
Properties=species:S:1:pos:R:3
O -1.35 -1.64 -2.47
C -1.12 -1.30 -3.60
C -0.08 -0.25 -4.00
C -0.77 1.09 -3.66
C -1.12 1.30 -2.19
C 0.03 1.20 -1.17
C -0.04 2.12 0.03
N -1.14 2.04 1.09
H -1.55 -1.67 -4.53
H 0.21 -0.52 -5.03
H 0.89 -0.47 -3.53
H -0.09 1.91 -3.97
H -1.66 1.36 -4.24
H -2.05 0.84 -1.90
H -1.36 2.37 -2.08
H 0.97 1.49 -1.64
H 0.27 0.20 -0.77
H 0.88 1.99 0.66
H -0.04 3.18 -0.31
H -1.52 2.96 1.33
H -1.95 1.46 0.74
H -0.77 1.54 1.92
H 3.79 -2.03 -0.09
H 4.25 -0.87 -0.93
O 3.45 -1.34 -0.66
H 3.17 -1.46 3.15
H 1.92 -1.62 2.16
O 2.36 -1.06 2.84
H -2.32 -0.16 -0.62
H -2.68 -0.64 0.81
O -2.87 0.03 0.14
H -0.34 -2.58 2.73
H -1.67 -3.25 2.31
O -1.29 -2.53 2.82
H -2.05 -4.51 0.05
H -3.29 -3.86 -0.03
O -2.38 -3.61 0.21
H -0.82 -2.06 -0.53
H 0.52 -1.79 -1.08
O 0.09 -2.00 -0.24
H 0.39 2.34 4.46
H 1.34 1.82 3.35
O 0.51 2.30 3.50
H 2.60 0.38 2.42
H 3.06 1.43 1.31
O 2.65 1.37 2.17
H -0.15 3.77 2.79
H -0.50 5.15 1.99
O -0.82 4.30 2.33
H 2.12 -3.43 0.59
H 0.77 -2.53 0.43
O 1.55 -2.75 0.94
```

Values from the calculation:
Charge ... +1
Relative energy (zero: lowest compared OMol25 entry of this formula, charge and spin) ... 364.6 kJ/mol
Maximum force ... 8.7 eV/A
HOMO energy ... -13.082 eV
Kohn-Sham gap ... 10.83 eV

=====

The following is a quantum chemistry calculation of a 12-piece molecular cluster, C6H35NO12 overall, from the Open Molecules 2025 dataset.

Geometry as XYZ:
```
54
Properties=species:S:1:pos:R:3
C 0.86 1.86 1.18
C 0.91 1.23 -0.23
C 2.19 1.42 -1.03
C 2.10 1.88 -2.49
C 0.99 1.92 -3.24
N 0.46 -0.16 -0.23
C -0.08 -0.77 -1.38
O -1.31 -0.03 -1.70
H 0.34 2.81 1.40
H 0.54 1.06 1.84
H 1.82 2.29 1.53
H 0.27 1.84 -0.88
H 3.00 2.00 -0.61
H 2.74 0.50 -1.14
H 3.00 2.10 -3.06
H -0.01 1.65 -2.90
H 1.04 2.23 -4.29
H 0.20 -0.61 0.65
H 0.51 -0.64 -2.29
H -0.47 -1.81 -1.32
H -1.88 0.07 -0.92
H 0.89 -0.58 3.70
H -0.21 -1.36 4.20
O -0.02 -0.42 4.02
H 2.79 -1.58 -0.26
H 3.26 -1.95 -1.70
O 3.44 -1.37 -0.94
H 2.46 -0.13 1.92
H 3.96 -0.67 2.39
O 3.23 -0.06 2.52
H 1.93 -3.14 1.09
H 1.83 -4.25 0.16
O 1.89 -4.10 1.12
H -2.74 2.61 2.53
H -1.63 1.92 1.51
O -1.89 2.63 2.10
H -3.41 2.30 -0.55
H -2.86 2.50 -1.87
O -3.71 2.27 -1.47
H -4.24 0.18 -0.89
H -3.43 -0.74 0.40
O -3.60 -0.03 -0.22
H -2.53 -4.18 -0.49
H -2.60 -3.01 0.52
O -2.06 -3.76 0.24
H 0.63 3.96 -1.66
H 0.28 3.97 -0.14
O 0.95 4.22 -0.78
H 0.11 -3.89 -2.18
H 0.84 -3.20 -1.02
O 0.97 -3.79 -1.77
H -3.31 -1.09 3.27
H -3.84 -0.22 2.16
O -3.51 -1.11 2.32
```

Values from the calculation:
SMILES string ... C=CC[C@H](C)NCO.O.O.O.O.O.O.O.O.O.O.O
Relative energy (zero: lowest compared OMol25 entry of this formula, charge and spin) ... 650.6 kJ/mol
Maximum force ... 3.0 eV/A
HOMO energy ... -9.082 eV
Kohn-Sham gap ... 8.82 eV

=====

The following is a quantum chemistry calculation of a 13-piece molecular cluster, C6H36N2O12 overall, from the Open Molecules 2025 dataset.

Geometry as XYZ:
```
56
Properties=species:S:1:pos:R:3
C -0.99 -3.43 1.27
C -0.42 -2.61 0.12
C -0.05 -1.29 0.83
C -1.18 -0.31 1.01
C -0.92 0.93 0.73
N -1.73 1.93 1.27
C -2.27 2.85 0.53
N 0.61 -3.40 -0.46
H -1.26 -4.38 0.92
H -1.82 -3.05 1.79
H -0.10 -3.72 1.82
H -1.09 -2.34 -0.74
H 0.77 -0.76 0.15
H 0.26 -1.54 1.77
H -1.93 -0.68 1.56
H -0.17 1.32 -0.02
H -2.32 2.80 -0.68
H -2.95 3.69 0.98
H 0.94 -3.05 -1.43
H 0.26 -4.34 -0.49
H -0.64 0.47 -3.91
H -1.82 0.66 -3.10
O -1.17 1.21 -3.62
H 2.59 1.26 3.23
H 1.22 0.84 2.83
O 2.15 0.52 2.70
H -0.69 4.87 -0.79
H 0.04 3.69 -1.41
O 0.20 4.50 -0.83
H 2.96 -1.63 2.25
H 3.98 -2.53 1.79
O 3.10 -2.30 1.58
H 2.80 -3.61 -0.71
H 3.31 -2.34 -0.39
O 3.16 -2.96 -1.13
H -3.26 0.23 3.87
H -2.74 -1.01 3.41
O -3.56 -0.62 3.72
H 1.31 3.14 0.77
H 1.50 3.80 2.05
O 0.91 3.10 1.59
H 2.30 2.67 -1.49
H 3.42 2.31 -2.52
O 2.47 2.52 -2.42
H -1.15 -1.78 -2.21
H -2.66 -1.86 -2.80
O -1.87 -1.27 -2.60
H 0.47 -0.62 -2.80
H 1.50 -0.12 -1.89
O 0.84 -0.87 -1.89
H -3.81 -0.20 0.00
H -3.84 -0.12 -1.53
O -4.47 -0.33 -0.75
H 2.85 1.33 0.54
H 3.39 0.55 -0.74
O 3.13 1.42 -0.43
```

Values from the calculation:
Charge ... +1
2S+1 ... 2
Relative energy (zero: lowest compared OMol25 entry of this formula, charge and spin) ... 289.4 kJ/mol
Maximum force ... 8.0 eV/A
HOMO energy (alpha / beta) ... -13.232 / -12.131 eV
Kohn-Sham gap (alpha / beta) ... 9.24 / 4.07 eV

=====

The following is a quantum chemistry calculation of a 18-piece molecular cluster, C6H36O21 overall, from the Open Molecules 2025 dataset.

Geometry as XYZ:
```
63
Properties=species:S:1:pos:R:3
C 0.31 -1.44 0.29
C -0.59 -1.49 -0.77
C -1.47 -0.27 -1.05
O -2.30 -0.20 -2.01
C -1.36 0.85 -0.26
C -0.48 0.94 0.85
C 0.46 -0.27 1.10
O 1.40 -0.22 1.94
O -0.29 1.97 1.52
O -0.72 -2.60 -1.35
H 0.93 -2.27 0.60
H -2.09 1.64 -0.29
O -2.18 -0.04 -4.91
H -2.69 0.08 -4.09
H -1.85 -0.94 -4.85
O 2.61 2.59 0.58
H 1.99 3.05 1.17
H 2.82 1.77 1.04
O -1.03 2.43 -4.03
H -1.58 1.65 -4.20
H -0.44 2.18 -3.31
O -1.73 4.58 -0.03
H -2.25 3.94 -0.55
H -1.31 4.05 0.66
O -0.79 -5.40 -0.04
H -0.26 -5.49 0.76
H -0.79 -4.45 -0.27
O 0.67 4.31 2.15
H -0.07 4.76 2.56
H 0.26 3.55 1.69
O 0.45 -2.20 4.13
H 0.74 -1.78 3.31
H 0.18 -1.46 4.69
O 2.17 0.71 4.63
H 2.77 1.44 4.43
H 1.98 0.30 3.77
O -3.45 3.17 -2.35
H -4.39 2.93 -2.30
H -2.98 2.33 -2.20
O -4.11 -2.57 -1.77
H -3.53 -1.79 -1.82
H -4.02 -2.87 -0.86
O 4.13 -1.41 0.22
H 4.10 -2.32 -0.11
H 3.32 -1.32 0.74
O 1.64 -4.98 1.51
H 1.11 -5.47 2.14
H 2.09 -4.31 2.05
O 1.68 -0.55 -2.54
H 1.33 0.35 -2.46
H 1.50 -0.97 -1.68
O 3.08 -2.06 2.83
H 3.91 -1.72 3.18
H 2.58 -1.27 2.54
O 1.33 2.38 -2.00
H 1.32 2.28 -1.03
H 2.18 2.79 -2.19
O -2.16 2.16 3.56
H -1.47 2.11 2.86
H -2.88 2.65 3.15
O -0.12 -1.88 -4.13
H -0.28 -2.58 -3.48
H 0.59 -1.34 -3.74
```

Values from the calculation:
Charge ... -2
Relative energy (zero: lowest compared OMol25 entry of this formula, charge and spin) ... 63.4 kJ/mol
Maximum force ... 3.2 eV/A
HOMO energy ... -3.101 eV
Kohn-Sham gap ... 7.41 eV